The following is a quantum chemistry calculation of C40H70N10 as an isolated structure at a distorted geometry, from the OMol25 dataset.

E_LUMO = 0.2 eV
E = -57493.7704 eV
ΔE to the lowest compared entry with this formula, charge and spin = 21.869 eV
orbital gap = 9.2 eV
HOMO level = -9.05 eV

Cartesian coordinates (Å):
C  -3.62858  18.84456  -11.23768
C  -3.06487  17.62316  -11.96916
C  -4.02457  16.85582  -12.87445
C  -4.72569  17.73626  -13.89566
N  -5.27218  18.42014  -14.63273
H  -2.99520  19.21945  -10.43370
H  -4.57530  18.59712  -10.75748
H  -3.77108  19.67846  -11.92500
H  -2.66195  16.93280  -11.22810
H  -2.18977  17.99682  -12.50082
H  -4.79514  16.36425  -12.28059
H  -3.34163  16.13251  -13.32001
C  -11.46909  12.40301  -6.23741
C  -11.41624  13.80893  -5.44400
C  -11.61671  15.05245  -6.26923
C  -10.70376  15.37508  -7.37086
N  -10.00410  15.75372  -8.25003
H  -10.55370  12.10154  -6.74661
H  -12.27488  12.46506  -6.96882
H  -11.72301  11.61890  -5.52410
H  -10.35092  13.95004  -5.26155
H  -11.88590  13.87824  -4.46282
H  -11.56734  15.98702  -5.71045
H  -12.65676  14.95363  -6.58009
C  -7.13030  12.85054  -6.87846
C  -7.17494  14.15204  -7.60508
C  -7.63455  15.31674  -6.66501
C  -6.55648  15.51202  -5.66440
N  -5.69882  15.56821  -4.88927
H  -6.88091  12.97983  -5.82528
H  -6.37824  12.11722  -7.16959
H  -7.97421  12.17118  -6.99834
H  -7.93765  14.17233  -8.38351
H  -6.22146  14.25919  -8.12226
H  -8.64776  15.16431  -6.29317
H  -7.72494  16.19844  -7.29945
C  -3.01854  17.29181  -8.45458
C  -2.40894  15.90856  -8.62991
C  -1.40816  15.61743  -7.57024
C  -0.40288  16.70380  -7.44052
N  0.37666  17.58145  -7.34138
H  -3.46402  17.41233  -7.46709
H  -3.80528  17.40408  -9.20059
H  -2.28996  18.05232  -8.73545
H  -2.06914  15.81555  -9.66141
H  -3.23804  15.20170  -8.59764
H  -0.89958  14.69442  -7.84861
H  -1.87145  15.52567  -6.58788
C  -3.34050  14.47141  -11.12771
C  -3.07776  13.26620  -10.26839
C  -4.17572  13.10878  -9.24567
C  -5.56169  13.13490  -9.73921
N  -6.67765  13.18721  -10.07197
H  -2.47481  14.77358  -11.71710
H  -3.74428  15.33597  -10.60083
H  -4.23356  14.22853  -11.70352
H  -2.13423  13.56964  -9.81477
H  -2.95325  12.39057  -10.90546
H  -4.01660  13.77895  -8.40089
H  -3.97975  12.12625  -8.81631
C  -5.31723  14.52074  -13.02652
C  -6.40883  14.44063  -14.13088
C  -6.24637  13.21685  -15.06624
C  -6.76542  11.97462  -14.47389
N  -7.08996  10.91758  -14.04281
H  -5.37750  15.48676  -12.52524
H  -4.36365  14.34362  -13.52392
H  -5.29182  13.82300  -12.18949
H  -6.17797  15.31483  -14.73963
H  -7.42796  14.50851  -13.75026
H  -5.23434  13.04027  -15.43052
H  -6.63547  13.31094  -16.08007
C  -10.16482  20.67007  -14.78872
C  -8.96626  19.77157  -14.42669
C  -9.34225  18.43771  -13.75649
C  -8.14191  17.74649  -13.32001
N  -7.11941  17.24666  -12.96274
H  -10.86106  20.69779  -13.95052
H  -10.66996  20.28041  -15.67252
H  -10.01105  21.71876  -15.04308
H  -8.36543  20.29436  -13.68252
H  -8.34364  19.66138  -15.31455
H  -9.82736  17.83660  -14.52554
H  -10.08249  18.69758  -12.99978
C  -9.04086  18.41552  -6.59618
C  -9.24619  17.11183  -5.77714
C  -9.25510  17.31154  -4.23265
C  -10.00381  18.39980  -3.60924
N  -10.57338  19.23880  -3.13366
H  -8.09749  18.92388  -6.39688
H  -9.90397  19.00322  -6.28352
H  -9.13812  18.22213  -7.66447
H  -8.44241  16.42994  -6.05472
H  -10.22083  16.71156  -6.05636
H  -8.24229  17.31288  -3.82975
H  -9.65303  16.39412  -3.79897
C  -11.07624  20.16025  -10.44097
C  -11.57792  18.72678  -10.81217
C  -11.07429  17.58091  -9.87814
C  -11.09724  17.96988  -8.44945
N  -11.13474  18.20992  -7.37336
H  -11.25114  20.53509  -9.43251
H  -11.43523  20.91030  -11.14570
H  -10.02905  20.20111  -10.74066
H  -11.37105  18.72696  -11.88236
H  -12.65860  18.58497  -10.80107
H  -10.16634  17.13912  -10.28870
H  -11.79038  16.76235  -9.80549
C  -8.26069  16.99552  -8.95213
C  -7.98479  16.00987  -10.15637
C  -6.90378  16.28968  -11.18807
C  -5.62209  16.39249  -10.59432
N  -4.60959  16.52745  -10.06548
H  -7.34384  17.12920  -8.37802
H  -9.08755  16.62863  -8.34401
H  -8.63289  17.93308  -9.36508
H  -8.80298  15.78106  -10.83924
H  -7.75154  15.00567  -9.80243
H  -7.12066  17.13781  -11.83750
H  -6.77024  15.38667  -11.78374


The following is a quantum chemistry calculation of a 10-piece molecular cluster, C40H70N10 overall at a distorted geometry, from the OMol25 dataset.

2S+1 = 2
E_LUMO (spin up / spin down) = -2.8 / -11.0 eV
charge = +1
E = -57501.6853 eV
ΔE to the lowest compared entry with this formula, charge and spin = 0.713 eV
orbital gap (spin up / spin down) = 9.9 / 1.7 eV
HOMO level (spin up / spin down) = -12.70 / -12.70 eV
expectation value of S² = 0.76

Cartesian coordinates (Å):
C  -28.06993  2.93892  39.27412
C  -29.46775  3.44629  38.90076
C  -30.14733  4.28984  40.09135
C  -29.33305  5.14863  40.97201
N  -28.65953  5.81952  41.59677
H  -27.33380  3.71208  39.49418
H  -27.61827  2.45041  38.41072
H  -28.06631  2.23551  40.10677
H  -30.10239  2.63108  38.55326
H  -29.41087  4.13381  38.05686
H  -30.73256  3.55465  40.64371
H  -30.89680  4.91632  39.60769
C  -22.26751  -0.45863  36.16972
C  -23.08338  0.08752  37.29988
C  -24.41649  -0.70324  37.63433
C  -25.31869  -0.93510  36.44736
N  -25.98124  -1.16968  35.50918
H  -21.88853  -1.44754  36.42765
H  -21.42945  0.21501  35.99091
H  -22.88100  -0.50734  35.27008
H  -23.28896  1.14097  37.10995
H  -22.54008  0.07778  38.24478
H  -25.03531  -0.23777  38.40147
H  -24.12456  -1.69919  37.96741
C  -23.49680  4.04885  28.08899
C  -24.13180  3.66285  29.42150
C  -23.38277  4.21098  30.65826
C  -22.12970  3.52591  30.87298
N  -21.14217  2.88818  31.04854
H  -23.37319  5.13157  28.06592
H  -24.15869  3.88987  27.23768
H  -22.54452  3.57110  27.85875
H  -24.20390  2.57524  29.41801
H  -25.15609  4.03307  29.37822
H  -23.94584  3.87399  31.52860
H  -23.34646  5.29378  30.77791
C  -24.55545  -3.00432  29.90643
C  -25.65546  -3.07691  30.97220
C  -25.46834  -2.25154  32.18408
C  -25.04941  -0.86685  31.93447
N  -24.73572  0.23216  31.63982
H  -23.59489  -3.22470  30.37211
H  -24.53851  -2.01641  29.44615
H  -24.61174  -3.76762  29.13035
H  -25.81111  -4.09842  31.31917
H  -26.55271  -2.66007  30.51471
H  -24.79704  -2.76590  32.87175
H  -26.41701  -2.06953  32.68906
C  -28.85134  2.70463  30.41014
C  -28.21783  1.35061  30.67754
C  -27.17174  1.04407  29.56980
C  -27.66052  1.20330  28.12394
N  -28.04905  1.35020  27.03908
H  -29.21118  2.79135  29.38491
H  -28.25499  3.54716  30.76030
H  -29.71984  2.81649  31.05920
H  -28.92138  0.51819  30.66379
H  -27.74786  1.31015  31.66019
H  -26.76561  0.04434  29.72371
H  -26.26553  1.62983  29.72392
C  -18.60411  4.42682  35.02887
C  -20.05088  4.70810  34.81222
C  -20.50939  5.93983  35.59539
C  -20.39053  6.01791  37.02258
N  -20.33700  6.13459  38.16832
H  -18.34577  3.52287  34.47729
H  -18.31509  4.25211  36.06524
H  -17.94077  5.22882  34.70502
H  -20.60383  3.82105  35.12122
H  -20.32986  4.86366  33.77007
H  -21.54709  6.16026  35.34501
H  -19.95821  6.77449  35.16219
C  -26.89485  2.81941  35.36114
C  -26.11498  2.37418  34.11670
C  -24.64864  2.13707  34.33241
C  -23.87017  3.36742  34.55416
N  -23.18711  4.29811  34.69133
H  -27.94317  2.89861  35.07333
H  -26.50577  3.78249  35.69159
H  -26.61879  2.11257  36.14362
H  -26.26152  3.07543  33.29518
H  -26.50849  1.40029  33.82554
H  -24.21911  1.88056  33.36400
H  -24.39197  1.29751  34.97845
C  -31.25601  1.09447  33.01413
C  -30.11196  0.92691  34.02223
C  -29.75270  -0.49103  34.40733
C  -29.43331  -1.33870  33.25616
N  -29.13921  -2.05970  32.37415
H  -32.19780  0.68380  33.37811
H  -31.02435  0.55665  32.09479
H  -31.52510  2.12010  32.76163
H  -30.46690  1.36897  34.95320
H  -29.27092  1.51959  33.66239
H  -30.53159  -1.05806  34.91715
H  -28.94769  -0.59122  35.13535
C  -27.34656  6.44990  37.94090
C  -25.96415  7.19503  37.82038
C  -26.05673  8.61491  38.49274
C  -26.10976  8.57395  39.97787
N  -26.12459  8.48741  41.14844
H  -27.78002  6.42957  38.94079
H  -27.30653  5.40789  37.62356
H  -28.08856  6.88001  37.26817
H  -25.69202  7.34288  36.77530
H  -25.19751  6.57723  38.28804
H  -27.00010  9.06481  38.18331
H  -25.14728  9.19603  38.34006
C  -30.38794  4.83072  33.58489
C  -29.44700  5.78417  34.25861
C  -29.62732  7.24264  33.73843
C  -29.41317  7.39169  32.27541
N  -29.28075  7.55473  31.14737
H  -30.38718  4.91231  32.49795
H  -31.42021  4.96966  33.90618
H  -30.18301  3.84830  34.01028
H  -28.41702  5.45657  34.11740
H  -29.63924  5.70589  35.32866
H  -28.95718  7.93356  34.24994
H  -30.59893  7.60106  34.07847